# 1
DFT (ωB97M-V/def2-TZVPD) results for a 2-piece molecular cluster, C4H12 overall.

```
16
C4H12 | the Open Molecules 2025 dataset | ωB97M-V/def2-TZVPD
C -0.70 0.19 -2.15
C -1.71 1.27 -1.87
H -0.82 -0.69 -1.54
H -0.84 -0.22 -3.17
H 0.32 0.75 -2.12
H -1.56 2.14 -2.56
H -2.65 0.82 -1.98
H -1.43 1.87 -0.97
C 1.35 -0.21 1.53
C 1.07 -1.30 2.54
H 2.24 -0.48 0.90
H 0.62 0.03 0.77
H 1.39 0.79 2.00
H 0.36 -0.87 3.21
H 1.92 -1.77 3.09
H 0.38 -2.09 2.02
```

Values from the calculation:
net charge: 0
F_max: 0.0555 Eh/bohr
SMILES: CC.CC
orbital gap: 12.3 eV
energy relative to the best compared isomer or geometry (same formula, charge and spin): 23.9 kcal/mol
E_LUMO: 1.05 eV

Mulliken atomic charge list, values in e, 6 entries:
1 C -0.806
2 C -0.826
3 H 0.246
4 H 0.336
5 H 0.218
6 H 0.262

# 2
DFT (ωB97M-V/def2-TZVPD) results for one molecule with the formula C6H9N.

```
16
C6H9N | the Open Molecules 2025 dataset | ωB97M-V/def2-TZVPD
N -0.13 -2.07 -0.59
C -0.12 -0.68 -0.17
C 0.77 0.27 -1.09
C 0.54 1.46 -0.62
C -0.38 1.20 0.60
C -1.24 0.20 -0.06
C 0.44 0.05 1.22
H -0.32 -2.72 0.29
H 0.84 -2.28 -0.94
H 1.51 -0.05 -1.85
H 1.04 2.41 -1.00
H -0.82 2.05 1.18
H -1.98 -0.17 0.74
H -1.79 0.54 -0.95
H 1.59 0.24 1.18
H 0.05 -0.46 2.08
```

Values from the calculation:
net charge: 0
F_max: 0.1195 Eh/bohr
SMILES: N[C@]12C=C[C@H](C1)C2
orbital gap: 9.8 eV
energy relative to the best compared isomer or geometry (same formula, charge and spin): 77.5 kcal/mol
E_LUMO: 1.06 eV

Mulliken atomic charge list, values in e, 6 entries:
1 N -0.678
2 C -0.062
3 C -0.402
4 C -0.526
5 C -0.476
6 C -0.177

# 3
DFT (ωB97M-V/def2-TZVPD) results for an isolated ion of composition C4H10N3 and charge +1.

```
17
C4H10N3 | the Open Molecules 2025 dataset | ωB97M-V/def2-TZVPD
N 1.76 0.08 1.02
C 1.44 -0.13 -0.27
C 0.14 -0.75 -0.98
N -0.77 -1.39 -0.23
C -1.47 -0.42 0.55
C -0.87 1.00 0.28
N 0.06 0.73 -0.94
H 2.32 0.96 1.13
H 1.54 -0.37 1.89
H 2.19 0.06 -1.04
H 0.48 -1.14 -2.03
H -1.36 -2.16 -0.65
H -1.47 -0.59 1.54
H -2.46 -0.41 0.20
H -1.49 1.84 0.21
H -0.03 1.27 1.00
H -0.02 1.43 -1.67
```

Values from the calculation:
net charge: +1
F_max: 0.1024 Eh/bohr
SMILES: N[C@H]1[C@H]2NCC[N@H+]21
orbital gap: 10.8 eV
energy relative to the best compared isomer or geometry (same formula, charge and spin): 70.9 kcal/mol
E_LUMO: -2.90 eV

Mulliken atomic charge list, values in e, 6 entries:
1 N -0.418
2 C -0.245
3 C 0.048
4 N -0.314
5 C -0.769
6 C -0.472

# 4
DFT (ωB97M-V/def2-TZVPD) results for a 2-piece molecular cluster, C9H11BrNS overall.

```
23
C9H11BrNS | the Open Molecules 2025 dataset | ωB97M-V/def2-TZVPD
C -1.27 -2.03 2.38
S -0.81 -2.56 0.63
Br -2.54 -2.09 -0.69
C 0.64 -1.45 0.24
C 2.08 -2.02 0.37
C 3.25 -1.05 0.08
C 2.90 0.41 -0.32
C 1.47 0.98 -0.44
C 0.29 0.01 -0.15
H -2.34 -2.31 2.65
H -0.52 -2.59 3.05
H -1.06 -0.91 2.49
H 2.21 -3.11 0.66
H 4.31 -1.46 0.20
H 3.76 1.11 -0.53
H 1.21 2.06 -0.70
H -0.82 0.31 -0.22
C -2.51 2.59 -1.83
C -1.35 3.18 -1.17
N -0.43 3.64 -0.64
H -2.40 1.51 -1.95
H -3.43 2.77 -1.27
H -2.66 3.01 -2.83
```

Values from the calculation:
net charge: +1
F_max: 0.0815 Eh/bohr
orbital gap: 7.3 eV
energy relative to the best compared isomer or geometry (same formula, charge and spin): 83.3 kcal/mol
E_LUMO: -5.66 eV

Mulliken atomic charge list, values in e, 6 entries:
1 C -0.739
2 S 0.198
3 Br 0.030
4 C 0.444
5 C -0.371
6 C -0.418

# 5
DFT (ωB97M-V/def2-TZVPD) results for a 2-piece molecular cluster, C3H8OS overall.

```
13
C3H8OS | the Open Molecules 2025 dataset | ωB97M-V/def2-TZVPD
C -3.78 2.27 -0.60
C -2.90 0.97 -0.58
O -3.26 -0.10 -1.05
H -4.36 2.27 0.25
H -3.30 3.21 -0.80
H -4.59 2.09 -1.38
H -1.98 0.97 0.02
C 3.62 -1.95 0.52
S 5.41 -2.51 0.77
H 3.22 -0.89 0.77
H 2.99 -2.86 0.99
H 3.45 -2.07 -0.59
H 5.48 -1.42 1.67
```

Values from the calculation:
net charge: 0
F_max: 0.0817 Eh/bohr
SMILES: CC=O.CS
orbital gap: 9.7 eV
energy relative to the best compared isomer or geometry (same formula, charge and spin): 37.7 kcal/mol
E_LUMO: 0.67 eV

Mulliken atomic charge list, values in e, 6 entries:
1 C -0.865
2 C 0.150
3 O -0.461
4 H 0.279
5 H 0.304
6 H 0.268

# 6
DFT (ωB97M-V/def2-TZVPD) results for C11H16CdF15NO17S5 as an isolated structure.

```
66
C11H16CdF15NO17S5 | the Open Molecules 2025 dataset | ωB97M-V/def2-TZVPD
Cd 0.03 -1.52 0.32
C 2.09 3.18 2.28
O 1.49 2.92 1.06
C 1.86 3.51 -0.11
C 0.77 3.16 -1.07
N 0.54 1.68 -1.12
H 1.39 1.16 -1.27
H 0.08 1.42 -0.23
C -0.39 1.26 -2.15
C -1.77 1.80 -2.06
O -1.82 3.00 -2.74
C -2.79 3.86 -2.19
H 3.14 3.56 2.09
H 2.14 2.27 2.83
H 1.51 3.97 2.74
H 2.84 3.12 -0.40
H 1.89 4.58 -0.10
H 0.99 3.54 -2.13
H -0.16 3.58 -0.70
H -0.48 0.22 -1.94
H 0.06 1.41 -3.14
H -2.06 1.96 -0.99
H -2.41 1.05 -2.54
H -3.82 3.39 -2.11
H -2.95 4.73 -2.80
H -2.52 4.05 -1.12
C 1.66 -0.45 4.19
F 0.37 -0.79 4.03
F 1.76 0.80 4.57
F 2.14 -1.14 5.23
S 2.42 -0.91 2.62
O 3.69 -0.15 2.67
O 2.44 -2.35 2.64
O 1.44 -0.42 1.65
C 0.13 -5.29 2.77
F 0.70 -6.45 2.57
F -1.08 -5.55 3.35
F 0.91 -4.59 3.62
S -0.21 -4.43 1.20
O 1.00 -4.21 0.42
O -1.17 -5.32 0.64
O -0.81 -3.11 1.64
C 3.33 -2.03 -2.97
F 4.44 -1.75 -3.76
F 2.26 -1.77 -3.68
F 3.31 -3.35 -2.62
S 3.38 -0.86 -1.50
O 4.70 -1.05 -0.94
O 3.06 0.50 -2.00
O 2.23 -1.38 -0.72
C -3.06 -2.20 -2.01
F -3.33 -0.95 -2.39
F -3.19 -2.32 -0.72
F -4.00 -2.95 -2.68
S -1.46 -2.57 -2.64
O -1.43 -2.03 -4.02
O -0.58 -1.74 -1.66
O -1.38 -4.00 -2.43
C -3.77 0.70 1.52
F -4.11 0.15 0.36
F -4.70 1.63 1.78
F -3.84 -0.29 2.40
S -1.95 1.35 1.65
O -1.59 1.22 3.02
O -1.28 0.50 0.66
O -2.05 2.69 1.15
```

Values from the calculation:
net charge: -2
F_max: 0.0725 Eh/bohr
orbital gap: 9.1 eV
E_LUMO: 4.09 eV

Mulliken atomic charge list, values in e, 6 entries:
1 Cd 4.508
2 C -0.671
3 O -0.076
4 C -0.966
5 C -0.007
6 N 1.593

# 7
DFT (ωB97M-V/def2-TZVPD) results for a 2-piece molecular cluster, C15H10BCl4N2O3 overall.

```
35
C15H10BCl4N2O3 | the Open Molecules 2025 dataset | ωB97M-V/def2-TZVPD
Cl -4.63 -1.94 -1.99
B -3.50 -0.47 -2.32
Cl -2.91 -0.63 -4.09
Cl -4.32 1.16 -2.11
O -2.34 -0.59 -1.40
C -1.07 -0.52 -1.35
C -0.21 -1.66 -1.56
C 1.11 -1.41 -2.01
C 2.03 -2.47 -2.08
C 1.65 -3.75 -1.63
Cl 2.84 -4.94 -1.39
C 0.31 -4.03 -1.30
C -0.63 -2.99 -1.32
H -0.59 0.44 -1.13
H 1.37 -0.38 -2.24
H 3.06 -2.30 -2.41
H 0.04 -5.04 -1.00
H -1.68 -3.17 -1.05
C -1.12 0.77 1.19
N -2.24 1.55 0.98
O -3.38 1.03 0.90
O -2.07 2.81 0.88
C 0.03 1.48 1.63
C 0.52 2.60 0.92
C 1.64 3.26 1.39
C 2.30 2.82 2.55
C 3.57 3.36 2.90
N 4.65 3.77 3.12
C 1.76 1.76 3.30
C 0.65 1.05 2.83
H -1.24 -0.30 1.31
H -0.01 2.90 0.02
H 2.01 4.13 0.85
H 2.23 1.49 4.26
H 0.19 0.20 3.36
```

Values from the calculation:
net charge: -1
F_max: 0.0494 Eh/bohr
orbital gap: 5.1 eV
energy relative to the best compared isomer or geometry (same formula, charge and spin): 30.4 kcal/mol
E_LUMO: 0.52 eV

Mulliken atomic charge list, values in e, 6 entries:
1 Cl -0.344
2 B 0.795
3 Cl -0.346
4 Cl -0.279
5 O -0.480
6 C -0.525

# 8
DFT (ωB97M-V/def2-TZVPD) results for C8H16DyO5 as an isolated structure.

```
30
C8H16DyO5 | the Open Molecules 2025 dataset | ωB97M-V/def2-TZVPD
C 1.77 0.71 -2.82
H 2.83 0.75 -3.07
H 1.63 -0.37 -2.74
H 1.28 1.37 -3.56
O 0.14 -1.51 -0.28
C -0.57 -2.49 0.41
C -2.04 -2.10 0.53
O -2.09 -0.73 0.95
C -3.31 -0.05 0.73
C -3.03 1.43 0.71
O -1.93 1.64 -0.19
C -1.72 3.00 -0.55
Dy -0.18 0.29 0.18
H -0.17 -2.66 1.43
H -0.54 -3.47 -0.10
H -2.60 -2.73 1.24
H -2.52 -2.16 -0.47
H -4.05 -0.29 1.51
H -3.71 -0.35 -0.25
H -2.76 1.82 1.71
H -3.91 1.98 0.35
H -0.96 3.00 -1.34
H -2.65 3.43 -0.94
H -1.38 3.58 0.32
O 1.48 1.36 -1.50
C 2.32 2.21 -0.94
C 2.19 2.36 0.46
O 1.29 1.74 1.08
H 3.16 2.58 -1.53
H 2.89 3.02 0.99
```

Values from the calculation:
net charge: +2
F_max: 0.0587 Eh/bohr
orbital gap (spin up / spin down): 10.0 / 8.4 eV
E_LUMO (spin up / spin down): -6.84 / -9.21 eV
expectation value of S²: 12.62
multiplicity: 7

Mulliken atomic charge list, values in e, 6 entries:
1 C -0.749
2 H 0.349
3 H 0.293
4 H 0.349
5 O -0.416
6 C -0.568

# 9
DFT (ωB97M-V/def2-TZVPD) results for one molecule with the formula C4H8O2.

```
14
C4H8O2 | the Open Molecules 2025 dataset | ωB97M-V/def2-TZVPD
O 0.90 0.58 -1.92
C -0.35 0.88 -1.39
C -0.56 0.81 0.31
C 0.48 -0.15 0.72
C 0.19 -1.42 1.37
O 0.40 -1.36 -0.04
H 1.00 -0.39 -1.82
H -0.52 1.89 -1.14
H -1.12 0.23 -1.82
H -0.46 1.75 0.91
H -1.59 0.47 0.48
H 1.49 0.27 0.77
H -0.84 -1.63 1.67
H 0.97 -1.93 1.92
```

Values from the calculation:
net charge: 0
F_max: 0.0639 Eh/bohr
SMILES: OCC[C@H]1CO1
orbital gap: 10.4 eV
energy relative to the best compared isomer or geometry (same formula, charge and spin): 80.9 kcal/mol
E_LUMO: 1.07 eV

Mulliken atomic charge list, values in e, 6 entries:
1 O -0.512
2 C -0.397
3 C -0.931
4 C 0.315
5 C -0.422
6 O -0.446

# 10
DFT (ωB97M-V/def2-TZVPD) results for C3H2N2O as an isolated structure.

```
8
C3H2N2O | the Open Molecules 2025 dataset | ωB97M-V/def2-TZVPD
C 0.59 1.50 0.01
C -0.41 0.69 -0.03
C 1.11 0.12 0.00
N -0.51 -1.27 0.02
N -1.35 -0.32 0.05
O -2.56 -0.17 -0.02
H 1.46 -0.24 -0.99
H 1.68 -0.31 0.95
```

Values from the calculation:
net charge: 0
F_max: 0.0716 Eh/bohr
orbital gap: 9.1 eV
energy relative to the best compared isomer or geometry (same formula, charge and spin): 194.5 kcal/mol
E_LUMO: -1.15 eV

Mulliken atomic charge list, values in e, 6 entries:
1 C -0.547
2 C 0.408
3 C -0.063
4 N -0.573
5 N 0.949
6 O -0.613

# 11
DFT (ωB97M-V/def2-TZVPD) results for C5H5N as an isolated structure.

```
11
C5H5N | the Open Molecules 2025 dataset | ωB97M-V/def2-TZVPD
C -1.53 0.58 -0.84
C -0.16 1.16 -1.18
C 1.64 0.12 2.03
C -0.86 -0.44 -0.34
C 0.30 -0.06 -1.19
N 2.29 -0.71 1.56
H -2.56 0.79 -1.02
H 0.23 2.03 -1.69
H 1.36 0.75 2.77
H -1.17 -1.38 0.15
H 0.76 -0.81 -1.81
```

Values from the calculation:
net charge: 0
F_max: 0.0992 Eh/bohr
orbital gap (spin up / spin down): 7.7 / 7.7 eV
energy relative to the best compared isomer or geometry (same formula, charge and spin): 151.2 kcal/mol
E_LUMO (spin up / spin down): 0.66 / 0.66 eV

Mulliken atomic charge list, values in e, 6 entries:
1 C -0.528
2 C -0.397
3 C 0.043
4 C -0.217
5 C -0.339
6 N -0.349

# 12
DFT (ωB97M-V/def2-TZVPD) results for one molecule with the formula C4H6O5.

```
15
C4H6O5 | the Open Molecules 2025 dataset | ωB97M-V/def2-TZVPD
C 0.31 0.57 -0.50
C 1.28 -0.65 0.29
C -1.29 -0.18 0.09
C -0.09 -0.34 0.83
O 1.35 -1.82 -0.47
O 0.58 1.88 -0.26
O -2.23 0.75 0.41
O -1.76 -1.15 -0.71
O 2.30 -0.18 0.85
H 2.29 -1.97 -0.59
H 1.44 1.88 0.22
H -1.83 1.50 0.88
H -2.50 -0.79 -1.23
H 0.18 0.21 -1.51
H -0.02 0.30 1.70
```

Values from the calculation:
net charge: 0
F_max: 0.0149 Eh/bohr
orbital gap: 8.6 eV
energy relative to the best compared isomer or geometry (same formula, charge and spin): 103.4 kcal/mol
E_LUMO: 0.35 eV

Mulliken atomic charge list, values in e, 6 entries:
1 C -0.238
2 C 0.678
3 C 0.596
4 C -0.461
5 O -0.505
6 O -0.572